[1]
Entry from the OMol25 dataset: a molecular structure, C23H18Br40F5IO4S at a distorted geometry (wB97M-V/def2-TZVPD).

Summary:
Electronic energy = -105343.650275 Eh
Spin multiplicity = 1
F_max = 11.0 eV/A
Gap between HOMO and LUMO = 7.02 eV
HOMO = -8.0 eV
Total charge = 0

Atoms and positions in Å:
O1 -2.7631 0.0368 -0.5996
S1 -2.4027 1.3953 -0.7650
O2 -3.4131 2.2782 -1.2018
O3 -1.1047 1.5901 -1.6949
C1 0.0474 1.1791 -0.9391
Br1 0.2593 -0.7189 -1.2750
C2 -0.3167 1.6758 0.4678
I1 0.6672 3.6726 0.5051
C3 0.2364 0.9852 1.7471
F1 1.5384 0.7065 1.6009
F2 0.1403 1.9201 2.7302
C4 -0.5477 -0.2168 2.2428
C5 -1.7209 -0.0597 2.9790
C6 -2.4354 -1.1751 3.3874
C7 -1.9709 -2.4438 3.0811
C8 -0.7839 -2.6008 2.3808
C9 -0.2687 -3.9743 2.0693
F3 0.0340 -4.6460 3.1725
F4 -1.1907 -4.6524 1.3728
F5 0.8273 -3.9388 1.3072
C10 -0.0768 -1.4892 1.9541
O4 -1.6887 1.9244 0.5951
H1 0.9541 1.6578 -1.2676
H2 -2.0649 0.9357 3.2074
H3 -3.3460 -1.0781 3.9557
H4 -2.5075 -3.3341 3.3740
H5 0.8449 -1.5880 1.4090
C11 3.3144 0.6231 -3.7899
Br2 2.3286 -0.8377 -4.5507
Br3 2.1776 2.1404 -3.4350
Br4 4.2867 0.0990 -2.2151
H6 4.0393 0.9366 -4.5279
C12 0.7861 2.4059 6.6769
Br5 -0.1837 1.0673 5.6940
Br6 -0.2896 3.9664 7.0304
Br7 1.5513 1.6917 8.2919
H7 1.6051 2.7262 6.0497
C13 2.4554 -3.4125 6.3032
Br8 1.5967 -4.8923 7.1805
Br9 4.2112 -3.8687 5.6587
Br10 1.3580 -2.6964 4.8949
H8 2.5775 -2.6340 7.0422
C14 6.1476 -6.1319 3.0872
Br11 5.3437 -7.4075 4.2781
Br12 7.1002 -4.7592 4.0416
Br13 7.2756 -6.9907 1.7812
H9 5.3467 -5.6472 2.5472
C15 -4.2305 3.3788 -5.1478
Br14 -4.9983 1.7013 -4.6107
Br15 -2.3281 3.2529 -5.3826
Br16 -5.0738 4.0809 -6.7311
H10 -4.4107 4.0857 -4.3510
C16 -3.5326 2.8309 9.1975
Br17 -3.4909 1.8335 7.5552
Br18 -5.2875 3.5310 9.5642
Br19 -2.8534 1.7956 10.6694
H11 -2.8712 3.6759 9.0707
C17 -1.5792 -4.7191 10.2028
Br20 -1.6824 -6.0409 8.8041
Br21 -0.5390 -5.3456 11.6944
Br22 -0.9382 -3.0255 9.5493
H12 -2.5855 -4.5590 10.5598
C18 -1.7405 -6.7729 -1.4991
Br23 -3.1703 -6.7328 -2.7859
Br24 -0.9795 -8.5322 -1.3320
Br25 -0.3973 -5.4540 -1.8881
H13 -2.1664 -6.5170 -0.5398
C19 9.2922 -3.9239 0.2454
Br26 10.7105 -3.4593 1.4586
Br27 7.6812 -2.9503 0.6372
Br28 9.8240 -3.7111 -1.5916
H14 9.0725 -4.9709 0.3973
C20 2.2458 3.9849 -6.9633
Br29 4.0800 3.5307 -6.5793
Br30 1.6627 5.4954 -5.9241
Br31 1.9323 4.2434 -8.8407
H15 1.6455 3.1404 -6.6558
C21 -2.3104 6.7061 -1.9253
Br32 -3.4988 6.6752 -3.4408
Br33 -1.4038 5.0193 -1.7369
Br34 -1.0752 8.1765 -2.0302
H16 -2.9083 6.8512 -1.0378
C22 -1.0623 4.2778 -12.2750
Br35 0.8034 4.7303 -12.4392
Br36 -1.4805 3.6573 -10.5043
Br37 -2.1971 5.7375 -12.8037
H17 -1.2535 3.4611 -12.9549
C23 -5.3802 3.2636 -10.9476
Br38 -6.1631 1.5842 -10.4293
Br39 -3.4676 3.1370 -11.1192
Br40 -6.1938 3.9647 -12.5447
H18 -5.5811 3.9668 -10.1529

Results of the Mulliken charge analysis, in e, for atoms 1 through 6: O -0.552; S 1.169; O -0.557; O 0.106; C -0.219; Br -0.032

***

[2]
Entry from the OMol25 dataset: a molecular structure, C23H18BrN4OPtSe at a distorted geometry (wB97M-V/def2-TZVPD).

Summary:
Electronic energy = -6276.005266 Eh
Spin multiplicity = 1
F_max = 1.9 eV/A
Gap between HOMO and LUMO = 5.73 eV
HOMO = -9.8 eV
Total charge = +1
ΔE to the lowest compared entry with this formula, charge and spin = 2.795 eV

Atoms and positions in Å:
Pt1 0.8480 -0.4210 0.2421
O1 3.2442 -0.4160 6.0146
C1 2.6110 -0.4672 4.8483
C2 1.2160 -0.3869 4.7204
C3 0.6362 -0.4555 3.4754
N1 1.3472 -0.6150 2.3523
C4 2.6815 -0.6947 2.4792
Br1 3.5874 -0.9352 0.8171
C5 3.3592 -0.6164 3.6696
H1 2.6341 -0.3201 6.7608
H2 0.5918 -0.2738 5.5913
H3 -0.4365 -0.3946 3.3476
H4 4.4341 -0.6827 3.7063
N2 -0.7640 -2.1497 0.2293
C6 -2.1684 -1.8585 0.2929
C7 -3.0136 -2.9104 0.6394
C8 -4.3819 -2.7441 0.7055
C9 -4.9234 -1.4964 0.4543
C10 -4.0896 -0.4493 0.1250
C11 -2.7018 -0.5943 0.0088
C12 -1.9425 0.6240 -0.3452
C13 -2.5635 1.5716 -1.1726
C14 -1.9994 2.8069 -1.4166
C15 -0.8088 3.1711 -0.8142
C16 -0.1447 2.2317 -0.0360
C17 -0.6825 0.9679 0.1455
H5 -0.5132 -2.8069 0.9666
H6 -0.5259 -2.5725 -0.6708
H7 -2.5831 -3.8812 0.8415
H8 -5.0125 -3.5777 0.9638
H9 -5.9896 -1.3426 0.5193
H10 -4.5333 0.5206 -0.0224
H11 -3.4877 1.3139 -1.6671
H12 -2.4976 3.4954 -2.0811
H13 -0.3853 4.1523 -0.9683
H14 0.7909 2.5161 0.4389
Se1 -0.3894 -1.3312 -2.9992
N3 0.8420 -0.5756 -1.8683
C18 1.6256 0.2321 -2.6130
C19 2.6068 1.1040 -2.1300
C20 3.3936 1.7840 -3.0257
C21 3.2418 1.6037 -4.4125
C22 2.2435 0.8161 -4.9178
C23 1.3816 0.1530 -4.0231
N4 0.3359 -0.5864 -4.3895
H15 2.7201 1.2401 -1.0607
H16 4.1459 2.4693 -2.6662
H17 3.9230 2.1075 -5.0817
H18 2.0952 0.6755 -5.9756

Results of the Mulliken charge analysis, in e, for atoms 1 through 6: Pt 0.891; O -0.500; C 1.006; C -0.565; C -0.534; N -0.383

***

[3]
Entry from the OMol25 dataset: a molecular structure, C23H18Cl4N3O7S3SbZr at a distorted geometry (wB97M-V/def2-TZVPD).

Summary:
Electronic energy = -4901.158074 Eh
Spin multiplicity = 2
F_max = 1.1 eV/A
Gap between HOMO and LUMO (alpha / beta) = 5.79 / 5.81 eV
HOMO (alpha / beta) = -5.1 / -5.3 eV
Total charge = -1
ΔE to the lowest compared entry with this formula, charge and spin = 0.027 eV

Atoms and positions in Å:
Zr1 -0.5150 0.3293 -0.0699
Cl1 5.5661 -0.2623 3.1577
C1 3.8736 -0.1629 2.8289
C2 2.9616 -0.1765 3.8723
Cl2 3.5052 -0.2874 5.5087
C3 1.5927 -0.1030 3.6024
Cl3 0.4264 -0.1292 4.8746
C4 1.1471 -0.0091 2.2942
O1 -0.1372 0.0562 1.9494
C5 2.0732 0.0092 1.2241
O2 1.5701 0.0689 0.0119
C6 3.4339 -0.0737 1.5060
Cl4 4.5392 -0.0800 0.1810
S1 2.7217 2.4604 -2.9856
Sb1 0.5422 2.4145 -2.3550
S2 -0.3904 0.2285 -2.6336
S3 0.1716 2.8191 -0.0729
O3 -2.5472 1.4290 -0.5122
C7 -3.1693 0.4573 -0.0319
O4 -2.5514 -0.5996 0.3054
C8 -4.6473 0.5226 0.1597
C9 -5.4045 1.2614 -0.7451
C10 -6.7823 1.3150 -0.6115
C11 -7.3464 0.6366 0.4564
C12 -6.6207 -0.0876 1.3854
C13 -5.2465 -0.1489 1.2187
N1 -8.8237 0.6874 0.6169
O5 -9.3056 0.0806 1.5501
O6 -9.4652 1.2188 -0.2640
H1 -4.9027 1.7881 -1.5445
H2 -7.4064 1.8630 -1.2994
H3 -7.1219 -0.5832 2.2015
H4 -4.6332 -0.7119 1.9083
C14 -4.6875 -3.2925 -0.3076
C15 -3.7315 -4.2924 -0.9300
N2 -3.2147 -5.2575 0.0284
C16 -4.1598 -6.2158 0.5913
C17 -4.4738 -5.9406 2.0542
C18 -1.9043 -5.4434 0.3270
O7 -1.5206 -6.3948 0.9925
C19 -0.9130 -4.4330 -0.1736
C20 0.1537 -4.8410 -0.9656
C21 1.0727 -3.8979 -1.3844
C22 0.9070 -2.5775 -0.9919
N3 -0.0970 -2.1852 -0.2033
C23 -0.9891 -3.0938 0.1940
H5 -5.0799 -2.6202 -1.0705
H6 -4.1766 -2.6865 0.4364
H7 -5.5355 -3.7887 0.1647
H8 -2.8913 -3.7736 -1.3875
H9 -4.2312 -4.8499 -1.7313
H10 -3.7373 -7.2165 0.4850
H11 -5.0656 -6.1675 -0.0164
H12 -3.5659 -6.0030 2.6510
H13 -5.1817 -6.6776 2.4343
H14 -4.9082 -4.9506 2.1860
H15 0.2504 -5.8826 -1.2423
H16 1.9127 -4.1624 -2.0099
H17 1.5939 -1.7938 -1.2899
H18 -1.7877 -2.7307 0.8282

Results of the Mulliken charge analysis, in e, for atoms 1 through 6: Zr 0.250; Cl -0.225; C 0.184; C 0.451; Cl -0.227; C -0.142